{
  "formula": "C5H12NO",
  "method": "ωB97M-V with the def2-TZVPD basis set",
  "elements": ["C", "C", "C", "C", "N", "C", "H", "H", "H", "H", "H", "H", "H", "H", "H", "H", "H", "H", "O"],
  "positions_angstrom": [[-1.38218, 1.54751, 1.91498], [-0.64652, 0.20919, 1.91994], [-0.22366, -0.13588, 0.52238], [1.03167, -0.38153, 0.18220], [1.44353, -0.58095, -1.17907], [2.26158, -1.50806, -1.51702], [-1.90547, 1.65422, 2.86016], [-0.75813, 2.43534, 1.83223], [-2.13113, 1.55631, 1.11847], [0.25066, 0.15816, 2.54170], [-1.28569, -0.56937, 2.30917], [-1.01376, -0.32944, -0.19304], [1.86140, -0.38007, 0.86468], [0.75967, -0.43505, -1.92172], [2.84878, -1.92912, -0.69657], [2.59609, -1.68139, -2.53319], [-1.77737, -0.26547, -2.24189], [-0.99127, 0.75552, -3.09153], [-0.93820, -0.11991, -2.69187]],
  "atomic_forces_ev_per_a": [[-0.290, 0.005, 0.474], [0.859, -0.077, -0.535], [-0.201, -0.777, 0.333], [0.315, 0.820, -0.292], [-1.088, -2.692, -0.475], [1.966, 0.974, 1.281], [-0.187, 0.035, 0.076], [0.263, -0.204, -0.266], [0.049, 0.092, 0.086], [-0.130, 0.463, 0.179], [-0.440, -0.255, -0.048], [0.038, 0.530, -0.169], [0.182, 0.123, 0.228], [-0.658, 1.321, -0.181], [-0.100, -0.247, -0.341], [-0.671, -0.130, -0.151], [-0.073, 0.031, -0.202], [-0.161, -0.010, -0.068], [0.328, -0.002, 0.070]],
  "orbital_gap_ev": 9.09,
  "charge": 1,
  "e_homo_ev": -14.23,
  "spin_multiplicity": 1
}

***

{
  "formula": "C8H12O2Si",
  "method": "ωB97M-V with the def2-TZVPD basis set",
  "elements": ["C", "C", "C", "C", "C", "C", "C", "C", "O", "O", "Si", "H", "H", "H", "H", "H", "H", "H", "H", "H", "H", "H", "H"],
  "positions_angstrom": [[3.30997, 0.66429, 1.24144], [2.83492, 1.56583, 0.24801], [2.19432, 0.23330, 1.97159], [1.46189, 1.70143, 0.45538], [0.50529, 2.35154, -0.30219], [-0.17061, -0.77088, -1.85393], [-3.21031, -1.20443, -1.19701], [-1.49221, -0.91118, 1.27303], [0.01756, 3.37113, -0.60331], [1.05603, 0.85206, 1.42471], [-1.51512, -0.42465, -0.54338], [4.31217, 0.33875, 1.49248], [3.37823, 2.02376, -0.59834], [1.94873, -0.64906, 2.56055], [0.93550, -0.47878, -1.56440], [0.02964, -1.74674, -2.20074], [-0.45790, -0.12715, -2.71395], [-2.90529, -2.21619, -1.29968], [-4.02915, -0.92697, -0.54894], [-3.65377, -0.72367, -2.10166], [-2.41607, -0.46199, 1.75118], [-1.48154, -1.96462, 1.36993], [-0.65228, -0.49580, 1.73923]],
  "atomic_forces_ev_per_a": [[-1.615, -0.753, 1.160], [0.053, 0.475, -0.471], [0.070, 0.784, -2.224], [2.193, -0.890, 0.713], [-1.702, -0.169, -0.762], [2.098, 1.757, 0.856], [0.707, 2.992, -0.499], [-1.527, 1.006, -0.608], [0.288, 0.397, 0.001], [0.710, -0.341, 0.846], [-1.153, 0.318, -0.819], [-0.096, 0.119, -0.432], [-0.283, -0.216, 0.958], [0.347, 0.632, 0.191], [-2.227, 0.020, -0.203], [-0.494, -1.513, -0.479], [0.240, -0.423, 0.442], [-0.638, -1.177, -0.185], [0.039, -0.820, 1.029], [1.094, -0.751, -0.067], [0.958, -0.660, -0.584], [-0.171, -1.256, 0.324], [1.108, 0.469, 0.813]],
  "orbital_gap_ev": [6.81, 6.58],
  "e_homo_ev": [-6.94, -6.67],
  "spin_multiplicity": 1
}

***

{
  "formula": "C2H4N2OS",
  "method": "ωB97M-V with the def2-TZVPD basis set",
  "elements": ["H", "N", "C", "N", "S", "C", "O", "H", "H", "H"],
  "positions_angstrom": [[-1.88265, -0.28387, 0.64035], [-1.53110, 0.37823, -0.22073], [-0.33957, 0.52165, -0.44919], [0.08839, 1.33878, -1.43902], [1.12225, -0.55697, -0.11504], [0.77609, -1.47829, 1.22834], [-0.44947, -1.93586, 1.32442], [1.03176, 1.49986, -1.36449], [-0.51618, 2.27175, -1.38322], [1.70048, -1.75528, 1.77858]],
  "atomic_forces_ev_per_a": [[1.735, 1.780, -3.116], [-3.648, -1.622, 4.377], [0.740, -2.222, -0.700], [-3.384, 3.572, -0.446], [1.327, 1.731, -1.000], [-5.889, -3.037, 0.119], [5.545, 1.732, 1.074], [2.623, 0.942, -0.158], [1.856, -2.646, -0.550], [-0.904, -0.229, 0.401]],
  "orbital_gap_ev": 9.44,
  "smiles": "[H]/N=C(/N)SC=O",
  "e_homo_ev": -9.64,
  "spin_multiplicity": 1
}